ORCA calculation (wB97M-V/def2-TZVPD) on BeH12O14S2Tl2 as an isolated structure in a non-equilibrium geometry.

The geometry in XYZ format:
```
31
Properties=species:S:1:pos:R:3:forces:R:3
Tl -2.139 2.352 2.966 -0.6872 0.1870 0.5279
Tl 0.466 2.953 -1.985 -0.3631 0.2083 -0.6623
S -0.266 0.434 0.436 1.1785 2.0610 -0.0690
S 1.863 3.187 1.929 -1.1839 -2.2241 -0.5684
O -2.299 -2.070 -1.763 0.2741 0.5790 0.2216
O 1.031 0.578 -0.247 0.2734 -0.7361 0.5357
O 2.282 1.840 2.278 0.3496 -2.0008 0.0864
O -1.010 -0.747 0.011 -0.2978 -0.1569 -0.0450
O 2.849 4.140 2.374 0.1420 1.5654 0.2701
O 0.017 0.322 1.872 0.2607 -0.9849 0.7674
O 0.551 3.500 2.536 1.3195 0.4417 -0.0273
O -1.021 1.688 0.278 -0.4095 -0.2037 -0.4352
O 0.696 -2.169 -1.911 -0.5502 -0.3681 0.0016
O 1.744 3.263 0.471 0.3361 0.9398 0.1213
O 0.887 -2.306 1.322 0.9491 0.8074 0.2531
O -3.477 -0.013 1.505 -0.0446 0.3947 -0.2380
O -1.597 0.843 -2.635 -0.0214 0.1340 -0.0438
O 3.034 -0.955 -0.958 0.2486 -0.3088 1.1903
Be 2.380 -0.352 1.495 -2.1353 0.7309 -1.8973
H -2.754 -0.450 1.048 0.0107 -0.3091 -0.0856
H -4.231 -0.075 0.886 -0.1295 0.0492 0.3868
H 0.808 -3.115 1.864 0.4749 0.0527 0.0377
H 3.306 -1.853 -1.204 0.3123 0.1243 0.1700
H 0.337 -2.421 -1.045 0.4577 -0.0975 0.0714
H 2.721 -0.558 -1.781 -0.0921 0.1508 0.1850
H -1.956 -1.633 -0.944 -0.2854 -0.9273 -0.6667
H -1.512 -2.221 -2.333 -0.1923 -0.0679 -0.0243
H -1.988 0.646 -3.509 0.0902 0.1943 0.0325
H 1.046 -3.003 -2.281 -0.0689 0.1172 -0.1276
H 0.035 -1.867 1.418 -0.1822 -0.2143 0.2443
H -1.803 0.066 -2.096 -0.0343 -0.1383 -0.2127
```
Forces are in eV/Å.

The LUMO energy comes out at -20.6 eV. The calculation puts the HOMO-LUMO gap at 3.3 eV. The charge is +4. The calculation puts the highest occupied orbital energy at -23.99 eV.

ORCA calculation (wB97M-V/def2-TZVPD) on a 2-piece molecular cluster, C10H15IN2O6P overall.

The geometry in XYZ format:
```
35
Properties=species:S:1:pos:R:3:forces:R:3
I -2.763 -3.902 1.313 -0.0228 -0.0216 -0.0214
P -0.682 -3.247 0.212 0.2663 0.0214 -0.3211
O 0.390 1.704 -0.493 0.3129 -0.2436 0.1285
O -2.795 4.609 2.897 -0.0224 -0.0451 -0.0072
O 2.361 -0.744 -1.732 -0.2922 -0.3922 -0.1890
O 0.112 -2.522 1.461 0.0113 -0.0552 0.0512
O -1.680 -1.757 -1.914 0.0417 -0.2588 -0.0504
O 3.682 -2.161 -2.834 0.0214 0.2875 0.1012
N -3.100 -3.709 -2.278 0.1614 0.2339 -0.0861
N -1.323 0.572 0.589 0.3965 -0.5972 -0.4384
C -2.430 -2.783 -2.104 -0.2502 -0.3026 0.1145
C -1.644 4.615 2.221 0.0985 0.0122 0.0175
C 0.137 -0.667 -0.876 -0.1089 -0.1519 -0.8251
C -0.210 0.695 -0.273 -0.1488 0.3140 0.3018
C -1.064 -1.583 -0.580 -0.4537 0.6880 0.5157
C 1.578 -1.072 -0.567 0.2295 0.5423 -0.0236
C -2.015 -0.664 0.270 0.1838 -0.0878 0.1975
C 4.508 -1.317 -0.759 -0.1305 0.0993 0.2294
C 3.506 -1.471 -1.870 0.0983 -0.1404 -0.1359
C -1.776 4.351 0.701 0.1056 -0.0099 -0.0697
H 0.794 -3.126 1.775 0.0114 0.0429 0.2478
H 4.314 -0.425 -0.168 0.0356 0.0796 -0.0435
H -2.350 -1.105 1.202 -0.0382 -0.2890 -0.0406
H -2.231 3.370 0.534 -0.0631 0.0363 0.0027
H -1.057 5.581 2.299 -0.0495 -0.0120 0.0021
H 1.682 -2.134 -0.366 -0.0338 -0.0878 -0.0087
H 5.507 -1.278 -1.181 0.0521 -0.0950 -0.0011
H 0.132 -0.523 -1.958 -0.0030 -0.0835 -0.0390
H -0.796 4.359 0.203 -0.0010 -0.0070 0.0155
H 4.434 -2.175 -0.089 0.0898 -0.0965 -0.0439
H -0.886 3.845 2.577 -0.0202 -0.0236 -0.0037
H -0.976 0.565 1.542 -0.3878 0.6230 0.1465
H -2.408 5.112 0.233 -0.0655 -0.0077 0.0760
H 1.957 -0.490 0.275 0.0077 -0.1726 0.1731
H -2.898 -0.494 -0.347 -0.0322 0.2008 0.0273
```
Forces are in eV/Å.

The LUMO energy comes out at 1.2 eV. The calculation puts the HOMO-LUMO gap at 3.3 eV. The charge is -1. The calculation puts the highest occupied orbital energy at -2.05 eV.

ORCA calculation (wB97M-V/def2-TZVPD) on one molecule with the formula C7H9NO2 in a non-equilibrium geometry.

The geometry in XYZ format:
```
19
Properties=species:S:1:pos:R:3:forces:R:3
O -0.777 -1.652 2.423 -0.7621 -1.3646 0.9438
O 1.823 1.862 0.620 -0.1605 -0.5871 0.3622
N -0.684 -0.609 0.366 0.3705 -1.5717 1.5776
C 1.062 -0.441 -1.324 -0.2584 0.4704 0.2272
C 0.198 0.275 -0.261 2.8364 0.8554 -1.4565
C 1.109 0.906 0.871 -1.4333 -1.0505 -0.7421
C -0.546 1.304 -0.981 0.8609 3.9333 2.2142
C 0.777 0.116 2.004 1.8617 1.3498 1.1730
C -0.194 -0.827 1.792 -0.3700 0.8112 0.0843
C -1.659 -1.261 -0.108 2.2484 2.6446 -1.1714
H -1.802 -1.044 -1.135 -0.9096 -0.4818 -0.8944
H 0.252 1.906 -1.504 -1.5741 -0.5133 -0.0889
H -1.044 1.987 -0.201 0.6466 -0.6752 -1.1628
H 1.922 0.207 -1.631 -1.1930 -0.3035 -0.1915
H -2.228 -1.779 0.551 -1.6359 -2.0001 1.6618
H 0.322 -0.749 -2.090 1.0007 0.2315 -0.2654
H -1.326 0.820 -1.452 -1.3899 -0.2984 -2.1796
H 1.274 0.284 2.971 -0.4516 -0.4020 -0.5243
H 1.521 -1.305 -0.913 0.3131 -1.0480 0.4330
```
Forces are in eV/Å.

The LUMO energy comes out at -1.0 eV. Its energy above the lowest of the compared OMol25 structures with the same formula, charge and spin is 56.4 kcal per mole. The calculation puts the HOMO-LUMO gap at 7.6 eV. The calculation puts the highest occupied orbital energy at -8.58 eV.

ORCA calculation (wB97M-V/def2-TZVPD) on C23H24N4O7W as an isolated structure in a non-equilibrium geometry.

The geometry in XYZ format:
```
59
Properties=species:S:1:pos:R:3:forces:R:3
W 0.424 -0.132 -0.132 0.8568 -0.7258 -0.8481
O -1.339 0.373 -0.974 0.2656 0.4710 -0.1487
O -0.552 -3.099 -0.560 0.1390 -0.0618 0.1362
O 1.232 1.150 -1.552 -0.0909 -0.2454 0.3430
O 1.320 -3.413 1.526 0.0480 0.1850 0.0037
O 2.296 -0.506 0.756 -0.4473 -0.0850 -0.5277
O 3.405 -1.560 -0.898 -0.0259 0.1397 0.0537
O -0.135 -1.014 1.562 -0.1816 0.0238 0.4376
N -0.210 1.605 0.827 -0.3138 0.6296 0.4527
N 0.138 -2.008 -1.074 -0.0228 0.2971 0.1530
N 1.138 -0.126 -1.896 0.0494 -0.1810 0.0994
N -0.946 2.436 -0.040 0.0734 -0.0233 0.4286
C 0.143 0.856 3.031 -0.0079 0.0783 -0.1615
C -2.296 2.312 -2.015 -0.0500 -0.0762 0.0687
C 3.153 -4.481 2.569 0.0254 0.0621 -0.0038
C 0.152 -0.475 2.757 -0.1494 -0.1733 -0.1545
C -3.395 2.126 -4.146 0.0039 0.0130 0.0183
C 0.870 -0.889 -2.934 0.1132 -0.1574 0.0859
C -3.759 3.462 -4.074 -0.0060 0.0191 0.0019
C -1.493 1.692 -0.939 -0.2373 -0.0420 -0.0846
C 1.189 -0.530 -4.342 -0.0326 0.0030 -0.0363
C 4.507 -4.566 2.846 0.0178 0.0047 -0.0001
C 2.677 -3.442 1.784 -0.0988 0.0549 -0.0515
C -0.883 3.133 2.608 0.0198 -0.0321 -0.0495
C 3.549 -2.496 1.248 -0.0605 0.0033 0.0580
C 0.312 -2.073 -2.402 0.0036 0.0227 -0.0115
C -0.064 -3.268 -3.209 -0.0067 -0.0243 0.0287
C -2.666 1.549 -3.116 -0.0399 -0.0228 -0.0191
C 3.067 -1.463 0.260 0.1473 0.0821 -0.0729
C 4.905 -2.600 1.533 -0.0120 -0.0103 -0.0180
C -3.393 4.224 -2.971 0.0055 -0.0233 -0.0060
C 5.387 -3.620 2.337 -0.0425 -0.0187 0.0142
C -0.273 1.866 2.100 0.0578 -0.1270 -0.0689
C 0.461 -1.482 3.821 0.0283 0.0449 -0.0138
C -2.663 3.653 -1.944 0.0104 0.0116 -0.0358
H -3.679 5.266 -2.914 -0.0074 0.0153 -0.0021
H 4.875 -5.374 3.463 0.0154 -0.0211 0.0116
H 0.377 -1.047 4.814 0.0025 0.0113 0.0036
H -0.203 -2.341 3.734 -0.0255 0.0090 -0.0082
H 0.228 -4.182 -2.695 0.0218 0.0039 0.0065
H 5.585 -1.879 1.099 0.0071 0.0160 -0.0203
H -4.330 3.912 -4.875 -0.0025 -0.0018 -0.0102
H -1.143 -3.318 -3.366 -0.0196 0.0057 0.0197
H 1.486 -1.841 3.690 -0.0121 0.0022 0.0093
H 0.458 -0.957 -5.027 -0.0055 -0.0058 0.0032
H 0.023 -3.428 0.160 -0.1233 -0.0235 -0.1683
H 0.427 -3.235 -4.179 0.0018 0.0094 -0.0150
H -3.680 1.532 -5.004 -0.0044 -0.0130 -0.0104
H -2.380 0.506 -3.153 0.0037 0.0052 0.0014
H 0.303 1.153 4.057 0.0142 0.0099 -0.0007
H 6.444 -3.686 2.552 0.0340 -0.0001 0.0105
H 2.179 -0.891 -4.628 0.0131 -0.0121 0.0178
H -0.647 3.963 1.946 0.0085 0.0108 0.0053
H 2.450 -5.205 2.956 -0.0250 -0.0197 0.0071
H 1.178 0.553 -4.460 -0.0090 0.0014 0.0169
H -1.971 3.036 2.632 -0.0029 -0.0211 -0.0168
H -0.535 3.333 3.619 -0.0003 0.0061 -0.0022
H -2.365 4.236 -1.084 0.0060 0.0054 0.0201
H 0.996 -2.491 1.538 0.0698 -0.1098 0.0499
```
Forces are in eV/Å.

The LUMO energy (alpha / beta) comes out at -0.5 / -0.5 eV. Its energy above the lowest of the compared OMol25 structures with the same formula, charge and spin is 19.9 kcal per mole. The calculation puts the HOMO-LUMO gap (alpha / beta) at 6.9 / 6.9 eV. The calculation puts the highest occupied orbital energy (alpha / beta) at -7.36 / -7.37 eV.